(1)
Computed, not measured: C18H29AsN15OSV as an isolated structure, with ωB97M-V/def2-TZVPD.

Geometry as XYZ:
```
66
Properties=species:S:1:pos:R:3:forces:R:3:mulliken_spin:R:1
V 0.0149 0.1196 -0.7909 0.46 0.18 -0.50 1.137
C -3.7636 2.2912 -0.9447 0.01 -0.08 0.06 -0.001
C -2.4047 1.7663 -1.2428 -0.08 -0.02 -0.01 0.013
N -2.0338 0.5687 -0.9512 0.42 0.23 -0.03 -0.038
N -2.8950 -0.1752 -0.1714 -0.31 -0.03 0.08 0.010
C -3.1729 -1.4739 -0.4876 -0.15 0.03 0.08 -0.001
N -3.8493 -2.1406 0.4744 0.06 0.06 0.03 0.000
S -2.7606 -2.1461 -1.9363 0.10 -0.12 -0.13 0.000
C -1.3490 2.6173 -1.8247 -0.02 0.17 -0.14 0.010
C -1.6071 3.8449 -2.4156 0.11 -0.09 0.06 0.004
C -0.5477 4.5652 -2.9533 -0.02 -0.03 0.02 -0.001
C 0.7242 4.0345 -2.8861 0.04 -0.07 0.04 0.003
C 0.9053 2.7974 -2.2792 0.04 0.07 -0.01 0.003
N -0.1018 2.1140 -1.7557 -0.17 -0.21 0.17 -0.038
H -3.7746 2.6350 0.0947 -0.01 0.00 0.00 0.001
H -4.5056 1.5025 -1.0549 0.01 0.00 0.02 0.000
H -4.0326 3.1300 -1.5760 0.01 0.01 -0.04 0.000
H -3.0241 0.2176 0.7580 0.15 -0.04 0.03 0.002
H -4.2484 -1.6695 1.2702 0.01 0.02 -0.01 0.000
H -4.2439 -3.0275 0.2128 0.02 -0.01 0.00 0.000
H -2.6084 4.2413 -2.4624 -0.02 -0.01 0.00 0.000
H -0.7224 5.5253 -3.4176 -0.01 0.01 -0.01 0.000
H 1.5788 4.5571 -3.2904 0.00 0.01 -0.01 0.000
H 1.8825 2.3384 -2.2088 0.00 0.02 -0.02 0.000
N 1.9838 2.4308 0.9730 0.07 0.02 0.01 0.004
C 2.6185 1.4290 0.2753 -0.04 -0.14 0.01 0.006
N 3.9179 1.1915 0.2786 -0.09 0.13 0.07 -0.003
N 4.0630 0.0982 -0.4854 0.11 -0.08 0.04 0.009
N 2.9324 -0.3080 -0.9310 -0.07 0.13 -0.24 0.006
N 1.9724 0.5425 -0.4887 -0.22 0.05 0.12 -0.010
C 0.6867 2.2510 1.4084 -0.10 0.01 0.12 0.004
N 0.1441 2.8783 2.4379 0.09 -0.04 -0.10 0.000
N -1.1132 2.4142 2.4870 -0.01 0.10 0.14 0.002
N -1.3259 1.5640 1.5516 -0.12 -0.06 -0.09 0.007
N -0.1847 1.4288 0.8267 -0.06 -0.27 -0.13 -0.022
H 2.5720 2.9750 1.5871 0.01 -0.01 -0.01 0.000
C -1.2737 -1.6033 2.9916 -0.12 -0.03 -0.01 -0.002
C 0.0530 -0.9908 3.2613 -0.02 0.18 -0.06 0.001
N 1.1143 -1.0784 2.4931 -0.08 -0.15 0.04 0.001
C 2.0914 -0.3311 3.1164 0.08 0.03 0.01 0.001
C 1.6040 0.2170 4.2605 0.07 0.07 -0.02 0.000
N 0.3038 -0.2114 4.3419 -0.01 -0.03 0.00 0.000
H -1.2848 -2.0007 1.9782 0.02 -0.02 -0.01 0.006
H -2.0650 -0.8546 3.0737 0.02 0.01 0.02 0.000
H -1.5021 -2.4131 3.6873 0.02 -0.01 -0.01 0.000
H 3.0790 -0.2239 2.6974 0.03 -0.01 0.01 0.000
H 2.0401 0.8727 4.9916 0.02 0.00 0.02 0.000
H -0.3607 0.0534 5.0483 -0.01 0.01 0.00 0.000
C 2.1454 -3.1518 -2.2768 -0.02 0.00 0.00 -0.001
As 1.4743 -2.8933 -0.5114 -0.39 -0.13 0.01 0.005
C 0.2952 -4.3450 -0.1189 0.09 -0.08 0.02 -0.001
C 2.8830 -2.9428 0.7713 0.00 0.00 -0.03 0.000
O 0.3381 -1.5836 -0.4925 0.20 -0.04 0.27 -0.003
H 2.5073 -4.1807 -2.3115 0.03 0.04 -0.06 0.000
H 2.9463 -2.4445 -2.4689 -0.01 0.01 0.03 0.000
H 1.3387 -3.0208 -2.9940 -0.01 -0.02 0.02 0.000
H 0.8643 -5.2744 -0.1621 -0.07 -0.01 0.00 0.000
H -0.5151 -4.3582 -0.8466 0.03 0.04 -0.01 0.000
H -0.1137 -4.2139 0.8817 0.04 0.04 0.00 0.000
H 3.3516 -3.9137 0.5879 0.03 0.03 0.04 0.000
H 2.4525 -2.8891 1.7658 -0.01 0.00 -0.01 0.000
H 3.5922 -2.1392 0.6022 -0.01 -0.01 -0.02 0.000
C 0.2029 -0.2382 -2.8567 -0.13 0.08 0.11 -0.133
H -0.1509 -1.2557 -3.0064 0.01 -0.01 0.02 0.009
H 1.2596 -0.1432 -3.1100 0.01 0.02 0.01 0.002
H -0.3977 0.4232 -3.4751 0.00 -0.01 0.00 0.006
```
Positions in Å, forces in eV/Å.

Its HOMO-LUMO gap (alpha / beta) is 7.011 / 7.145 eV. The expectation value of S² is 0.7746. For the LUMO energy (alpha / beta), the calculation gives -4.0 / -3.9 eV. The multiplicity is 2. Its relative energy (zero: lowest compared OMol25 entry of this formula, charge and spin) is 0.0 kcal/mol. The calculated total energy is -140891.4440 eV. As for the net charge: +1. The HOMO energy (alpha / beta) is -11.0 / -11.0 eV.

(2)
Computed, not measured: C18H29BBr4ClF5LiN2O9S as an isolated structure in a non-equilibrium geometry, with ωB97M-V/def2-TZVPD.

Geometry as XYZ:
```
71
Properties=species:S:1:pos:R:3:forces:R:3:mulliken_charge:R:1
C 1.6609 -4.0330 0.7755 -0.07 0.00 0.42 -1.178
C 1.4713 -2.4577 1.1840 -0.08 -1.92 0.78 0.068
C 0.1629 -1.9463 0.4069 0.88 0.14 -1.54 -1.229
C 0.4544 -0.7514 -0.6857 -1.06 -1.31 0.99 0.647
C 1.3946 -1.4056 -1.8154 0.27 -0.39 -0.22 -0.664
C 2.8023 -0.7134 -2.1177 0.20 -1.31 -1.47 -0.316
O 3.2058 -1.2386 -3.4350 -0.53 -0.49 1.72 -0.621
C 4.0212 -1.1595 -1.1451 2.27 0.17 -1.46 0.654
F 5.2194 -0.9852 -1.9395 -2.66 -0.33 2.49 -0.302
F 4.2075 -0.3222 -0.0096 -0.68 -2.30 -2.06 -0.174
F 4.0109 -2.5604 -0.8337 -0.17 3.84 -0.24 -0.236
B 1.0349 0.5776 0.0499 0.80 2.13 0.52 1.030
O 1.2333 1.7970 -0.7394 -0.39 -2.55 0.66 -0.745
O 1.3884 0.6891 1.4454 -1.31 0.18 -2.36 -0.709
C -0.9677 -0.4412 -1.3851 0.89 -0.42 -1.17 -1.692
C -2.2583 -0.3527 -0.4559 -1.28 -0.79 -1.09 0.708
C -3.2440 -1.6311 -0.7094 0.31 -0.09 -0.98 -1.499
C -3.8665 -1.6929 -2.1854 -0.48 -1.59 -0.16 0.027
C -4.5021 -3.1970 -2.3471 0.17 1.93 2.05 -0.348
Cl -6.3677 -2.9783 -2.2005 0.88 -0.50 0.33 -0.205
N -2.9933 0.9155 -0.8593 0.70 0.69 2.55 0.242
C -4.3496 0.9892 -0.2728 -5.98 1.39 -2.94 0.242
O -5.3071 1.1522 -1.0795 4.68 -0.96 4.06 -0.485
F -4.6986 0.9630 1.0991 1.90 -0.42 -3.38 -0.091
C -2.2551 2.1288 -0.4410 0.93 3.22 3.21 0.382
O -2.2654 2.6769 0.6810 -0.10 -2.66 -5.27 -0.392
F -1.4690 2.8026 -1.4520 -2.09 -2.42 1.80 -0.284
O -2.0636 -0.2702 0.9727 1.82 -1.24 -0.44 -0.001
S -1.1738 -1.5305 1.6211 -0.69 -2.01 7.32 1.199
O -0.6465 -1.0179 2.9575 -0.98 -0.36 -4.87 -0.628
O -2.0090 -2.7607 1.9770 1.80 3.31 -2.90 -0.695
H 2.1264 -4.1741 -0.2585 -0.56 0.22 1.47 0.253
H 0.6320 -4.5445 0.7635 1.49 0.79 0.09 0.307
H 2.2902 -4.5980 1.5651 -0.88 1.06 -1.41 0.373
H 2.4231 -1.8585 0.9867 -1.61 -0.65 0.04 0.029
H 1.3532 -2.4848 2.3378 -0.15 0.47 -2.05 0.551
H -0.2447 -2.8233 -0.2371 0.37 1.41 1.34 0.801
H 0.8529 -1.4632 -2.8420 0.90 0.41 1.77 0.426
H 1.6109 -2.5181 -1.5585 -0.32 1.91 -0.28 0.312
H 2.7690 0.4265 -2.3003 0.24 -1.91 0.81 0.255
H 3.2495 -2.2292 -3.3537 -0.04 1.26 -0.22 0.421
H 1.0157 1.6155 -1.6818 0.06 0.42 0.88 0.342
H 0.8555 1.3757 1.9063 0.52 -0.61 -0.33 0.285
H -0.8013 0.4824 -2.0698 -0.80 -1.39 1.27 0.302
H -1.1597 -1.3132 -2.1286 0.25 1.45 1.31 0.645
H -4.0710 -1.7003 0.1045 1.32 0.61 -1.14 0.195
H -2.6265 -2.6064 -0.5781 -0.73 1.84 -0.12 1.006
H -3.0897 -1.6144 -3.0343 -1.08 0.01 1.46 0.384
H -4.7334 -0.9776 -2.3832 1.55 -0.70 0.43 0.373
H -4.1817 -3.7218 -3.3470 -0.58 0.13 0.84 -0.289
H -4.2100 -3.8237 -1.3940 0.10 0.58 -1.93 0.152
Li -5.3731 -3.6590 -0.1586 -0.63 0.12 -0.14 0.912
Br -3.5514 -4.5327 -4.8589 0.57 -0.35 -0.84 -0.698
C -4.0607 1.1512 4.9815 0.08 0.11 0.16 -0.344
Br -3.3354 1.9574 3.3729 0.00 -0.07 0.77 0.001
Br -5.7841 1.9070 5.4526 0.34 -0.17 -0.15 -0.035
Br -4.1329 -0.7831 4.8460 0.02 0.37 -0.06 -0.062
H -3.3756 1.3884 5.7945 -0.22 -0.11 -0.22 0.402
C 3.1100 6.1292 0.9736 0.12 -0.50 0.66 -0.991
C 4.2370 5.2825 0.4789 1.40 2.78 -1.32 0.528
O 5.2261 5.6745 -0.0806 -0.76 -0.13 0.60 -0.450
N 4.1670 3.8434 0.5675 -0.39 -1.30 -0.04 0.112
C 5.0265 3.3148 1.6669 0.14 -0.44 0.63 -0.818
H 3.4962 7.1026 1.2765 0.01 -0.10 -0.22 0.342
H 2.3717 6.2519 0.1782 0.01 -0.03 0.01 0.329
H 2.6392 5.6590 1.8408 -0.18 0.08 -0.10 0.362
H 3.1962 3.5338 0.6680 0.05 -0.42 -0.21 0.161
H 4.5910 3.5270 -0.3111 -0.44 -0.27 -0.05 0.371
H 4.8832 2.2347 1.7058 0.02 0.12 0.05 0.293
H 4.7107 3.7725 2.6054 0.09 -0.07 -0.09 0.380
H 6.0673 3.5497 1.4422 -0.21 0.09 0.00 0.377
```
Positions in Å, forces in eV/Å.

Its HOMO-LUMO gap is 5.139 eV. For the LUMO energy, the calculation gives -3.9 eV. The multiplicity is 1. The calculated total energy is -358529.3666 eV. As for the net charge: +1. The HOMO energy is -9.0 eV.

(3)
Computed, not measured: a 4-piece molecular cluster, C18H29BBrF9IN5O9P overall in a non-equilibrium geometry, with ωB97M-V/def2-TZVPD.

Geometry as XYZ:
```
74
Properties=species:S:1:pos:R:3:forces:R:3:mulliken_charge:R:1
C 0.5395 2.5314 1.4943 -0.70 0.58 -0.57 -0.760
C -0.0648 2.8576 0.0436 -0.94 2.66 0.59 0.910
N -0.7085 4.0126 -0.0536 1.44 -3.55 -0.33 -0.693
C 0.0536 1.8376 -1.2256 0.70 -0.30 2.62 -0.992
N -1.3230 1.7063 -1.7881 0.99 -0.61 0.59 -0.005
C -2.3357 1.0224 -1.2136 0.38 0.54 -0.81 -0.098
N -2.1736 0.3466 0.0454 -0.14 0.26 -2.61 -0.295
Br -2.9613 -1.3878 0.0352 -0.05 0.54 0.16 0.035
N -3.5941 1.1203 -1.9464 1.62 -0.96 2.33 0.601
C -3.8515 0.0257 -2.9165 -1.47 -0.97 -1.56 -0.432
C -4.3517 0.5934 -4.3508 0.70 -1.42 -2.87 -0.233
O -4.1087 -0.0060 -5.4300 -0.76 1.85 4.24 -0.427
B -4.7646 1.5533 -1.1354 -2.84 1.61 -0.21 0.238
N -4.9046 1.5931 0.3542 1.14 -0.23 -1.03 -0.568
O -5.9040 2.0451 -1.8857 2.18 -0.95 1.87 -0.558
P -1.5876 2.5786 -3.3577 -1.26 1.62 -1.75 0.015
O -0.5078 3.8930 -3.4575 -0.47 -1.94 0.87 -0.443
I -0.7666 0.9676 -5.0391 0.37 0.21 0.64 0.123
H 0.2056 1.4987 1.8390 0.86 1.15 -0.41 -0.002
H 0.0899 3.2878 2.2384 0.61 -1.15 -1.40 0.313
H 1.6638 2.7030 1.5097 -1.38 -0.68 -0.08 0.335
H -1.0931 4.1297 -1.0062 0.29 0.17 0.35 0.235
H 0.8243 2.1933 -1.9877 -1.38 -0.40 0.86 0.514
H 0.4243 0.8487 -0.7767 -0.53 1.15 -0.97 0.309
H -1.2041 0.1447 0.3164 -0.23 0.67 -0.21 0.461
H -2.9933 -0.7203 -3.0406 -1.03 1.36 0.05 0.395
H -4.7462 -0.5937 -2.5245 1.33 0.81 -0.70 0.399
H -4.9822 1.5580 -4.4131 0.89 -1.25 0.66 0.370
H -5.0687 0.6333 0.7005 0.07 0.78 0.05 0.267
H -4.0598 1.9690 0.8207 -0.77 -0.49 -0.13 0.293
H -6.5194 2.4490 -1.2260 0.56 -0.61 -0.71 0.331
H -0.5381 4.3382 -4.3325 -0.13 -0.49 0.50 0.372
C 0.4469 -2.6515 3.6481 0.30 0.17 0.05 -1.145
C -0.7780 -2.0819 4.3379 -0.08 -0.57 -0.60 -0.137
O -0.4137 -1.4246 5.5585 0.24 0.99 0.42 -0.313
C 0.0780 -0.1802 5.4209 -0.59 -1.03 -1.32 0.329
O 0.2165 0.3769 4.3617 0.09 0.15 0.84 -0.520
C 0.3882 0.4297 6.7853 0.55 0.89 1.92 0.931
F 1.0573 -0.4202 7.5901 -0.22 -0.03 -0.64 -0.252
F -0.7336 0.7760 7.4470 0.10 -0.29 -0.66 -0.261
F 1.1394 1.5406 6.6977 -0.39 -0.53 -0.54 -0.235
H 0.9957 -3.3109 4.3246 -0.15 -0.04 -0.07 0.339
H 0.1604 -3.2181 2.7599 -0.03 0.00 0.08 0.372
H 1.1365 -1.8597 3.3457 -0.12 -0.04 -0.03 0.297
H -1.4576 -2.8936 4.6067 0.11 0.22 0.29 0.315
H -1.3301 -1.4010 3.6836 0.15 0.12 0.18 0.257
C 4.2688 1.2755 7.8570 0.21 0.25 -0.18 -1.055
C 4.7267 -0.1666 7.7595 -0.46 0.23 0.61 -0.186
O 5.4644 -0.3863 6.5466 0.88 -0.10 -0.53 -0.317
C 6.7530 0.0103 6.5585 -1.01 0.19 1.55 0.353
O 7.2951 0.5241 7.5003 0.08 -0.33 -0.97 -0.495
C 7.4267 -0.3246 5.2303 1.02 -0.26 -1.65 0.873
F 6.6714 0.0245 4.1668 -0.08 0.02 0.56 -0.247
F 7.6679 -1.6466 5.1104 -0.29 0.35 0.43 -0.247
F 8.6083 0.2958 5.0772 -0.63 -0.10 0.52 -0.238
H 3.6983 1.5572 6.9687 -0.05 -0.11 0.11 0.216
H 3.6422 1.4220 8.7387 0.03 -0.06 -0.06 0.359
H 5.1189 1.9587 7.9199 -0.04 -0.13 0.12 0.394
H 3.8565 -0.8263 7.7222 0.23 -0.04 -0.28 0.273
H 5.3185 -0.4619 8.6300 0.13 0.09 -0.23 0.320
C -2.2554 -1.7386 -7.8065 0.13 0.19 -0.12 -0.741
C -1.7842 -3.1767 -7.8952 -0.47 0.22 0.50 -0.326
O -0.9928 -3.3814 -9.0749 0.99 -0.05 -0.38 -0.307
C 0.2895 -2.9754 -9.0000 -1.14 0.10 1.40 0.371
O 0.7829 -2.4645 -8.0274 0.12 -0.27 -0.87 -0.522
C 1.0280 -3.2934 -10.2975 1.04 -0.28 -1.82 0.876
F 0.3219 -2.9413 -11.3905 -0.08 0.02 0.66 -0.242
F 1.2856 -4.6118 -10.4159 -0.31 0.36 0.48 -0.248
F 2.2108 -2.6616 -10.3883 -0.62 -0.08 0.54 -0.237
H -2.7885 -1.4525 -8.7165 -0.05 -0.10 0.11 0.293
H -2.9201 -1.6028 -6.9525 0.01 -0.03 -0.05 0.297
H -1.4123 -1.0507 -7.7014 -0.02 -0.11 0.05 0.140
H -2.6472 -3.8414 -7.9757 0.24 -0.02 -0.28 0.347
H -1.2287 -3.4753 -7.0018 0.15 0.07 -0.21 0.309
```
Positions in Å, forces in eV/Å.

Its HOMO-LUMO gap is 7.292 eV. For the LUMO energy, the calculation gives -5.3 eV. The multiplicity is 1. The calculated total energy is -157574.3105 eV. As for the net charge: +1. The HOMO energy is -12.6 eV.

net charge of number 3 (C18H29BBrF9IN5O9P)?
+1